# 1
The following is a DFT calculation (wB97M-V/def2-TZVPD) of a 11-piece molecular cluster, C18H58O18 overall in a non-equilibrium geometry.

Properties
Structure (SMILES): OCCO.OCCO.OCCO.OCCO.OCCO.OCCO.OCCO.CO.CO.CO.CO
Highest occupied orbital energy, eV: -9.638
ΔE to the lowest compared entry with this formula, charge and spin, kcal/mol: 0.0

Each line ends with the Mulliken charge.
Positions of all 94 atoms, in Å:
1 O 5.13394 0.90388 2.91219  -0.61
2 C 5.02329 -0.15682 1.98238  -0.73
3 C 3.67639 -0.84921 2.01210  -0.66
4 O 2.64067 -0.11635 1.36420  0.40
5 H 4.56432 1.61366 2.59918  0.32
6 H 5.20722 0.21483 0.96864  0.23
7 H 5.79623 -0.91081 2.14574  0.43
8 H 3.36310 -0.98346 3.05741  0.32
9 H 3.72462 -1.82589 1.53319  0.53
10 H 2.49798 0.73606 1.80240  -0.10
11 O 4.99063 -1.09388 -1.31789  -0.58
12 C 3.65531 -0.81518 -1.66640  0.47
13 C 3.39156 0.67543 -1.73329  0.23
14 O 4.14878 1.34078 -2.73378  -0.63
15 H 5.53978 -0.48492 -1.82677  0.40
16 H 3.40135 -1.26314 -2.63816  -0.09
17 H 2.97862 -1.21883 -0.91290  -0.35
18 H 3.58322 1.05227 -0.72687  -0.11
19 H 2.32123 0.81480 -1.93164  0.13
20 H 3.62829 1.30501 -3.54191  0.41
21 O 2.22259 2.37127 2.65034  -0.56
22 C 0.90601 2.91051 2.66605  0.48
23 C 0.61344 3.57227 3.98494  -0.78
24 O 1.55621 4.63371 4.13855  -0.52
25 H 2.79479 2.92640 3.19326  0.35
26 H 0.80533 3.64325 1.85946  0.04
27 H 0.22804 2.07253 2.49605  -0.14
28 H 0.68854 2.84578 4.79843  0.41
29 H -0.40225 3.98058 3.95366  0.32
30 H 1.78263 4.73580 5.06616  0.31
31 O -0.43337 -2.08018 4.41874  -0.62
32 C 0.26818 -1.78262 3.22725  1.28
33 C 1.08252 -2.92225 2.65803  -0.26
34 O 0.32600 -4.11090 2.43613  -0.53
35 H -0.99159 -2.85048 4.27292  0.36
36 H -0.42829 -1.39512 2.47039  -0.65
37 H 0.93670 -0.93179 3.38116  -0.03
38 H 1.90743 -3.16327 3.33603  0.31
39 H 1.44221 -2.57867 1.68978  -0.04
40 H 0.06521 -4.48639 3.28189  0.36
41 O -5.36871 -0.43558 1.21641  -0.56
42 C -4.45953 0.62338 1.48150  -0.11
43 C -3.77192 0.52546 2.81884  -0.48
44 O -2.81698 -0.54528 2.81817  -0.38
45 H -4.84584 -1.20535 0.96248  0.34
46 H -3.69373 0.65985 0.68941  -0.13
47 H -5.02189 1.55198 1.39574  0.40
48 H -4.52153 0.34141 3.59578  0.33
49 H -3.28882 1.48945 3.01573  0.34
50 H -2.29583 -0.49706 3.62776  0.20
51 O 0.37264 -0.43760 -3.63462  -0.54
52 C 0.62986 -1.82193 -3.73441  -0.09
53 C 1.55127 -2.05792 -4.89048  -0.62
54 O 1.04436 -1.39602 -6.03368  -0.51
55 H -0.25681 -0.30059 -2.90772  0.24
56 H 1.08700 -2.17287 -2.80105  0.21
57 H -0.30494 -2.37603 -3.90802  0.39
58 H 1.70545 -3.12770 -5.07381  0.36
59 H 2.55674 -1.67120 -4.64801  0.26
60 H 1.57021 -1.66903 -6.78997  0.29
61 O 1.31494 4.71115 -2.87767  -0.55
62 C 1.44061 3.90481 -1.72586  -0.25
63 C 0.10275 3.40058 -1.24775  0.60
64 O -0.66559 4.45332 -0.67979  -0.66
65 H 1.64610 5.58762 -2.67236  0.35
66 H 1.99000 2.99084 -1.96950  -0.07
67 H 1.94260 4.37785 -0.87645  0.37
68 H 0.27510 2.62989 -0.47886  -0.25
69 H -0.40365 2.87593 -2.06629  0.16
70 H -1.57727 4.15936 -0.60474  0.34
71 C -3.15625 0.93970 -3.63480  -0.61
72 O -3.62571 0.84775 -2.29921  -0.44
73 H -3.98043 1.11327 -4.33322  0.37
74 H -2.45280 1.76583 -3.67134  0.19
75 H -2.64823 0.01902 -3.94245  0.22
76 H -4.23261 0.10108 -2.21339  0.26
77 C -5.02791 -2.56444 -2.51559  -0.72
78 O -4.39465 -1.72928 -1.56192  -0.24
79 H -4.81600 -2.17427 -3.51408  0.26
80 H -4.61087 -3.57638 -2.51465  0.28
81 H -6.11161 -2.60147 -2.38757  0.29
82 H -4.26611 -2.21881 -0.74021  0.25
83 C -2.59329 -3.65568 0.79105  -0.57
84 O -3.55927 -2.66321 1.09828  -0.58
85 H -2.58069 -4.45438 1.53721  0.27
86 H -2.87266 -4.11308 -0.15870  0.31
87 H -1.58525 -3.25075 0.68097  0.13
88 H -3.33319 -2.14529 1.88618  0.31
89 C -0.52408 -0.08309 -0.06130  0.16
90 O -1.09217 -0.09238 -1.35816  0.32
91 H -0.72824 -1.02047 0.46587  -0.28
92 H 0.55514 0.01905 -0.17367  -0.29
93 H -0.87828 0.73502 0.57700  0.13
94 H -2.05830 -0.09512 -1.28406  -0.12



# 2
The following is a DFT calculation (wB97M-V/def2-TZVPD) of C24H37MoN7O6S2Sb as an isolated structure.

Properties
Highest occupied orbital energy, eV: -16.021
Net charge: +3

Each line ends with the Mulliken charge.
Positions of all 78 atoms, in Å:
1 Mo 0.34242 -0.15660 0.23826  -0.07
2 N -0.56897 -2.82876 8.00268  -0.39
3 C -0.54337 -2.40278 6.74787  1.11
4 C 0.68370 -1.97050 6.16190  -0.92
5 C 0.71720 -1.52759 4.88035  -0.59
6 C -0.48871 -1.49139 4.12967  0.05
7 C -1.71734 -1.93416 4.68822  -0.50
8 C -1.73802 -2.37355 5.97276  -0.82
9 S -0.46605 -0.98727 2.56539  1.80
10 O -1.76010 -0.82619 1.90024  -0.52
11 O 0.34742 0.26481 2.31347  -0.65
12 N 0.42372 -1.81930 1.41160  0.02
13 C -0.28587 -2.68252 0.54826  0.57
14 N -0.72318 -3.87739 0.79514  -0.55
15 C -1.37894 -4.45087 -0.22534  -0.36
16 C -1.60426 -3.80721 -1.43937  -0.75
17 C -1.13618 -2.51785 -1.58750  -0.33
18 N -0.44990 -1.96354 -0.57766  0.44
19 H 0.26492 -2.85496 8.56746  0.23
20 H -1.42478 -3.13724 8.43584  0.23
21 H 1.59014 -1.99562 6.75184  0.34
22 H 1.65030 -1.19875 4.44169  0.51
23 H -2.62365 -1.90808 4.09889  0.47
24 H -2.66734 -2.70311 6.41778  0.35
25 H -1.73772 -5.45878 -0.05514  0.49
26 H -2.14192 -4.29831 -2.23710  0.47
27 H -1.28994 -1.93678 -2.48735  0.57
28 C 6.69308 -3.84617 -2.13540  -1.15
29 C 5.17758 -3.81210 -2.00834  -0.51
30 S 4.55157 -2.20065 -1.63046  1.10
31 O 3.10609 -2.27155 -1.44116  -0.62
32 O 5.32945 -1.59513 -0.58027  -0.66
33 C 4.80021 -1.21090 -3.11329  -0.77
34 C 4.78970 0.29032 -2.78901  -0.95
35 N 3.85533 0.64026 -1.68384  0.22
36 C 2.54716 0.45836 -1.72652  0.57
37 N 2.02528 0.63179 -0.48569  0.19
38 C 3.07891 0.95123 0.37537  -0.87
39 C 4.19507 0.95262 -0.36485  -0.23
40 N 5.52932 1.25620 0.14240  1.17
41 O 5.60536 1.27802 1.34352  -0.57
42 O 6.40193 1.47926 -0.66137  -0.61
43 C 1.73680 0.07903 -2.90762  -1.51
44 H 7.00768 -4.88049 -2.26287  0.40
45 H 7.16770 -3.45141 -1.23997  0.33
46 H 7.04925 -3.29092 -3.00266  0.32
47 H 4.82162 -4.40467 -1.16083  0.43
48 H 4.64996 -4.15242 -2.90111  0.41
49 H 4.03025 -1.51314 -3.82183  0.42
50 H 5.77473 -1.46168 -3.53161  0.60
51 H 4.50453 0.86870 -3.66596  0.40
52 H 5.76514 0.62224 -2.45657  0.46
53 H 2.95890 1.15164 1.42683  0.78
54 H 2.08520 0.58275 -3.80929  0.51
55 H 0.69964 0.38689 -2.74527  0.25
56 H 1.78606 -0.99995 -3.06142  0.28
57 C -0.21606 3.77992 -1.65926  -1.01
58 C -1.45757 2.90754 -1.81441  -0.75
59 Sb -1.74466 1.60007 -0.15247  1.12
60 C -1.91814 2.88343 1.53328  -0.68
61 C -3.02495 3.91806 1.34670  -1.13
62 C -3.63147 0.64613 -0.42403  -0.65
63 C -4.57089 1.44639 -1.32192  -1.20
64 H -0.12504 4.45405 -2.51049  0.42
65 H 0.70060 3.18588 -1.60952  0.09
66 H -0.26330 4.39756 -0.76156  0.33
67 H -1.42848 2.30116 -2.72057  0.54
68 H -2.36706 3.50827 -1.86290  0.54
69 H -0.94345 3.34897 1.68415  0.44
70 H -2.10731 2.23134 2.38672  0.40
71 H -2.85038 4.55697 0.48001  0.32
72 H -3.06841 4.56551 2.22207  0.42
73 H -4.00382 3.45034 1.23730  0.30
74 H -4.03205 0.51856 0.58214  0.45
75 H -3.43669 -0.34985 -0.82278  0.43
76 H -4.77026 2.44083 -0.92285  0.32
77 H -5.52621 0.92695 -1.39567  0.41
78 H -4.18001 1.55788 -2.33340  0.31



# 3
The following is a DFT calculation (wB97M-V/def2-TZVPD) of an isolated ion of composition C25H29N4O4 and charge -1 in a non-equilibrium geometry.

Properties
Structure (SMILES): CC(C)(C)OC(=O)N(/N=C(/[O-])OC(C)(C)C)[C@H](C#N)N=C(c1ccccc1)c1ccccc1
Highest occupied orbital energy, eV: -3.550
Net charge: -1
ΔE to the lowest compared entry with this formula, charge and spin, kcal/mol: 21.6

Each line ends with the Mulliken charge.
Positions of all 62 atoms, in Å:
1 C 3.81464 1.34849 3.13085  -1.61
2 C 3.72253 1.60117 1.64449  1.62
3 C 3.60808 3.09469 1.38240  -1.59
4 C 4.92202 1.02548 0.92474  -1.85
5 O 2.57297 0.88664 1.04387  -0.31
6 C 1.37508 1.13270 1.61075  0.45
7 O 1.14026 1.66703 2.67532  -0.66
8 N 0.37923 0.64318 0.71609  0.91
9 N -0.87237 0.93860 1.05815  -1.36
10 C -1.46466 1.67469 0.06768  0.58
11 O -2.67144 1.60203 -0.20908  -0.80
12 O -0.59261 2.51822 -0.57530  -0.04
13 C -1.14332 3.52609 -1.49425  1.67
14 C -2.27788 4.30792 -0.86387  -1.60
15 C -1.61138 2.86966 -2.77120  -1.61
16 C 0.04152 4.42683 -1.76873  -1.79
17 C 0.58049 -0.44616 -0.15715  0.31
18 C 0.89586 0.15320 -1.43821  0.08
19 N 1.15370 0.64822 -2.45923  -0.83
20 N -0.69041 -1.12374 -0.26094  0.00
21 C -1.09473 -2.33622 -0.11138  0.00
22 C -2.58436 -2.45939 -0.01627  0.57
23 C -3.26587 -3.65474 0.26253  -0.28
24 C -4.66657 -3.69323 0.27828  -0.77
25 C -5.41399 -2.52951 0.04853  -0.37
26 C -4.74069 -1.31603 -0.15718  -0.73
27 C -3.34373 -1.28924 -0.14742  -0.12
28 C -0.23641 -3.55728 -0.18460  0.23
29 C -0.61797 -4.62002 -1.01179  -0.38
30 C 0.11525 -5.80716 -1.04883  -0.69
31 C 1.27178 -5.92989 -0.26972  -0.38
32 C 1.70993 -4.84153 0.49278  -0.80
33 C 0.96591 -3.65546 0.52845  -0.25
34 H 3.96323 0.28127 3.33092  0.35
35 H 4.67191 1.89438 3.54264  0.45
36 H 2.89471 1.69447 3.61727  0.38
37 H 3.57151 3.30100 0.30444  0.35
38 H 2.71091 3.50268 1.86172  0.38
39 H 4.48559 3.59641 1.80714  0.46
40 H 4.84498 1.19874 -0.15783  0.39
41 H 5.84394 1.48650 1.29682  0.42
42 H 4.98522 -0.05474 1.09703  0.39
43 H -1.95283 4.76467 0.08132  0.31
44 H -2.59682 5.10979 -1.54263  0.47
45 H -3.12467 3.63983 -0.66892  0.30
46 H -0.79140 2.30988 -3.23680  0.33
47 H -2.44900 2.19627 -2.55190  0.27
48 H -1.95588 3.63800 -3.47133  0.47
49 H 0.85531 3.85397 -2.22730  0.37
50 H -0.24825 5.23233 -2.44976  0.42
51 H 0.40852 4.87283 -0.83565  0.34
52 H 1.38491 -1.11232 0.17297  0.41
53 H -2.69407 -4.55697 0.47065  0.47
54 H -5.17364 -4.63770 0.46939  0.37
55 H -6.50305 -2.55687 0.04872  0.35
56 H -5.27881 -0.38415 -0.32090  0.42
57 H -2.84227 -0.32388 -0.22150  0.30
58 H -1.52542 -4.51609 -1.61484  0.56
59 H -0.22546 -6.62712 -1.68009  0.36
60 H 1.82943 -6.86567 -0.26525  0.36
61 H 2.63330 -4.91471 1.06687  0.37
62 H 1.29722 -2.82799 1.15700  0.54



# 4
The following is a DFT calculation (wB97M-V/def2-TZVPD) of an isolated ion of composition H2P4S3 and charge -2 in a non-equilibrium geometry.

Properties
Structure (SMILES): [S-][PH]#[PH]P1#S#P1[S-]
Highest occupied orbital energy, eV: -0.231
Net charge: -2
ΔE to the lowest compared entry with this formula, charge and spin, kcal/mol: 7.5

Each line ends with the Mulliken charge.
Positions of all 9 atoms, in Å:
1 S -0.57085 -1.27954 3.66008  -0.67
2 P -0.69742 -0.10022 2.13368  -0.15
3 P 0.10788 -1.26911 0.46783  -0.13
4 P -0.47508 -0.09881 -1.28489  -0.02
5 S 1.06717 -0.28250 -2.68475  -0.37
6 P 0.92963 1.62087 -1.55717  -0.02
7 S 0.20128 2.95687 -2.83591  -0.64
8 H 0.44008 0.66211 2.06467  -0.02
9 H -1.00269 -2.20968 0.03646  0.03